# 1
C2H2F3OP | ωB97M-V/def2-TZVPD

Structure (XYZ):
```
9
Properties=species:S:1:pos:R:3
C -0.064 0.538 0.060
C 1.155 -0.309 -0.015
O 0.277 1.885 0.389
F 1.602 -0.347 -1.254
F 2.091 0.223 0.806
F 0.860 -1.555 0.273
P -1.739 -0.156 0.452
H -1.865 -1.246 -0.584
H -2.316 0.967 -0.126
```

LUMO level (spin up / spin down) = -1.2 / -1.2 eV
Gap between HOMO and LUMO (spin up / spin down) = 9.28 / 9.28 eV
Spin multiplicity = 1
Energy relative to the best compared isomer or geometry (same formula, charge and spin) = 49.1 kcal/mol
SMILES = O=C(P)C(F)(F)F

***

# 2
C4H9N2O3S2 | ωB97M-V/def2-TZVPD

Structure (XYZ):
```
20
Properties=species:S:1:pos:R:3
C -2.226 -0.035 1.109
C 0.244 -0.310 1.711
C 1.347 -1.204 1.353
C -0.848 -0.497 0.782
N 0.282 1.367 -3.339
N 0.207 1.264 -0.621
O -3.056 0.795 1.194
O -2.014 -1.374 1.339
O -1.819 0.838 -2.157
S 2.400 -0.500 0.017
S -0.368 0.771 -2.088
H -0.179 -0.471 2.728
H 0.666 0.693 1.633
H 2.091 -1.588 2.049
H 1.124 -2.167 0.912
H -0.508 -0.785 -0.125
H 1.217 1.013 -3.330
H 0.502 2.326 -0.796
H 1.100 0.533 -0.494
H -0.160 -0.669 -1.877
```

LUMO level = 3.5 eV
Gap between HOMO and LUMO = 7.66 eV
Spin multiplicity = 1
Energy relative to the best compared isomer or geometry (same formula, charge and spin) = 53.7 kcal/mol
Charge = -1

***

# 3
C4H9NO2 | ωB97M-V/def2-TZVPD

Structure (XYZ):
```
16
Properties=species:S:1:pos:R:3
C 1.641 0.774 -1.992
N 1.019 1.427 -0.857
C 1.632 1.401 0.253
C -0.348 -0.443 1.076
O -1.106 0.004 0.087
O -1.008 -1.344 1.771
C -2.354 -1.703 1.417
H 2.689 0.485 -1.819
H 1.597 1.439 -2.861
H 1.064 -0.130 -2.219
H -0.568 0.693 -0.383
H 1.167 1.845 1.130
H 2.620 0.940 0.379
H -2.654 -2.439 2.162
H -2.386 -2.126 0.411
H -3.005 -0.826 1.444
```

LUMO level = 1.1 eV
Gap between HOMO and LUMO = 9.87 eV
Spin multiplicity = 1
Energy relative to the best compared isomer or geometry (same formula, charge and spin) = 87.4 kcal/mol

***

# 4
C21H20N4O3 | ωB97M-V/def2-TZVPD

Structure (XYZ):
```
48
Properties=species:S:1:pos:R:3
C 1.463 -2.683 7.123
C 1.200 -2.914 5.666
C 2.251 -3.053 4.775
C 2.042 -3.266 3.422
C 0.744 -3.331 2.938
C -0.319 -3.203 3.828
C -0.110 -3.001 5.180
C -1.278 -2.867 6.108
H -1.262 -1.899 6.607
H -1.244 -3.636 6.878
H -2.214 -2.961 5.564
H -1.320 -3.271 3.431
O 0.397 -3.571 1.631
C 1.263 -3.192 0.588
C 0.555 -2.225 -0.306
C -0.292 -1.188 -0.035
C -0.619 -0.682 -1.317
N -0.002 -1.369 -2.250
O 0.722 -2.325 -1.635
C -1.509 0.468 -1.627
O -1.941 1.208 -0.765
N -1.793 0.573 -2.939
H -1.303 -0.034 -3.579
C -2.570 1.670 -3.478
C -1.688 2.734 -4.047
C -0.839 3.573 -3.356
N -0.227 4.343 -4.291
C 0.692 5.331 -4.186
C 1.141 5.951 -5.311
C 0.654 5.569 -6.579
C -0.275 4.572 -6.691
C -0.734 3.936 -5.530
N -1.612 2.961 -5.376
H -0.671 4.252 -7.640
H 1.023 6.073 -7.458
H 1.873 6.738 -5.230
H 1.029 5.583 -3.191
H -0.651 3.661 -2.306
H -3.231 1.297 -4.263
H -3.157 2.074 -2.649
H -0.643 -0.835 0.911
H 2.177 -2.720 0.969
H 1.542 -4.079 0.005
H 2.896 -3.393 2.774
H 3.266 -3.001 5.142
H 2.531 -2.644 7.320
H 1.029 -3.481 7.724
H 1.017 -1.744 7.449
```

LUMO level = 0.8 eV
Gap between HOMO and LUMO = 8.89 eV
Spin multiplicity = 1
Energy relative to the best compared isomer or geometry (same formula, charge and spin) = 63.4 kcal/mol
SMILES = Cc1ccc(OCc2cc(C(=O)NCc3cn4ccccc4n3)no2)cc1C

***

# 5
C42H40BiF9IN5O9P | ωB97M-V/def2-TZVPD

Structure (XYZ):
```
108
Properties=species:S:1:pos:R:3
Bi 0.196 1.220 1.692
N -2.756 0.505 2.037
C -2.678 -0.266 3.285
C -2.047 -1.606 3.205
C -0.455 -1.725 3.144
O 0.120 -2.486 3.892
O 0.085 -1.054 2.178
H -2.990 1.418 2.305
H -3.454 0.110 1.460
H -3.646 -0.371 3.734
H -2.138 0.335 4.043
H -2.321 -2.157 2.272
H -2.343 -2.239 4.025
O 5.714 2.118 -1.261
C 4.591 2.033 -0.878
C 3.648 0.899 -1.202
O 3.803 -0.016 -1.970
C 2.521 1.042 -0.258
C 2.706 2.235 0.463
O 1.851 2.662 1.338
C 3.913 2.929 0.138
O 4.298 3.998 0.587
O 1.464 0.315 -0.105
I 1.320 -3.982 1.339
C 2.224 -5.138 -0.094
C 3.099 -5.996 0.478
C 3.797 -7.022 -0.272
C 3.631 -7.008 -1.615
C 2.814 -6.019 -2.219
C 2.802 -5.996 -3.679
C 2.057 -5.049 -4.360
C 1.193 -4.196 -3.710
C 1.217 -4.140 -2.304
P 0.506 -2.687 -1.522
C -1.197 -3.236 -1.085
C -1.753 -4.363 -1.671
C -3.049 -4.766 -1.445
C -3.860 -4.022 -0.582
C -3.339 -2.879 -0.009
C -2.006 -2.538 -0.208
C 0.101 -1.524 -2.927
C -1.198 -1.413 -3.491
C -1.385 -0.518 -4.561
C -0.352 0.235 -5.105
C 0.979 0.036 -4.550
C 1.186 -0.817 -3.500
C 2.006 -5.069 -1.524
H 3.186 -6.019 1.542
H 4.327 -7.763 0.255
H 4.071 -7.767 -2.210
H 3.359 -6.687 -4.254
H 2.026 -5.049 -5.432
H 0.659 -3.426 -4.255
H -1.109 -4.989 -2.219
H -3.437 -5.634 -2.000
H -4.885 -4.301 -0.331
H -3.984 -2.377 0.750
H -1.471 -1.715 0.350
H -1.975 -2.064 -3.109
H -2.376 -0.442 -5.015
H -0.597 0.968 -5.872
H 1.803 0.769 -4.859
H 2.211 -0.968 -3.053
C -0.460 1.916 -1.831
N -1.004 2.695 -2.903
C -2.472 2.593 -2.757
N -2.907 3.217 -1.506
C -2.344 2.491 -0.407
N -0.905 2.385 -0.479
C -0.371 3.836 -0.421
N -0.925 4.656 -1.480
C -0.607 4.096 -2.789
C -2.418 4.644 -1.430
H 0.631 1.870 -1.874
H -0.850 0.936 -1.949
H -2.819 1.569 -2.904
H -2.951 3.197 -3.552
H -2.742 1.421 -0.454
H -2.539 2.928 0.542
H 0.692 3.805 -0.454
H -0.617 4.238 0.556
H 0.467 4.072 -3.012
H -1.207 4.686 -3.485
H -2.819 5.191 -2.270
H -2.761 5.135 -0.486
C 4.243 0.858 3.196
C 3.067 1.115 4.065
O 1.862 0.435 3.597
H 4.972 1.651 3.308
H 3.994 0.847 2.145
H 4.834 -0.069 3.519
H 2.847 2.175 4.002
H 3.264 0.828 5.071
H 1.912 -0.524 3.651
F 0.748 4.161 4.592
C -0.282 4.834 4.010
F -0.656 5.743 4.901
F 0.118 5.459 2.849
C -1.369 3.762 3.727
O -1.047 2.968 2.666
C -2.731 4.520 3.329
F -3.659 3.736 2.881
F -3.271 5.200 4.382
F -2.632 5.339 2.281
C -1.683 2.941 5.016
F -1.720 3.742 6.146
F -2.857 2.303 4.930
F -0.714 2.072 5.288
```

LUMO level = 2.1 eV
Gap between HOMO and LUMO = 7.34 eV
Spin multiplicity = 1
Energy relative to the best compared isomer or geometry (same formula, charge and spin) = 15.7 kcal/mol
Charge = -1

***

# 6
C26H34N2O2 | ωB97M-V/def2-TZVPD

Structure (XYZ):
```
64
Properties=species:S:1:pos:R:3
C -6.738 -3.454 -0.830
C -6.003 -2.252 -0.321
C -6.089 -1.041 -0.992
C -5.428 0.099 -0.559
C -4.645 0.019 0.594
C -4.556 -1.192 1.265
C -5.221 -2.329 0.833
C -5.096 -3.615 1.592
H -6.073 -3.953 1.938
H -4.449 -3.491 2.457
H -4.681 -4.398 0.958
H -3.948 -1.250 2.158
C -3.900 1.222 1.107
N -2.889 1.669 0.158
C -2.294 2.931 0.554
C -1.389 3.453 -0.558
H -1.979 3.623 -1.459
H -0.934 4.394 -0.248
C -0.291 2.439 -0.882
C -0.938 1.083 -1.184
C -1.855 0.671 -0.037
H -2.336 -0.281 -0.276
H -1.251 0.534 0.879
H -1.522 1.172 -2.101
H -0.174 0.317 -1.326
H 0.280 2.793 -1.753
O 0.561 2.375 0.251
C 1.784 1.798 0.162
C 2.503 1.736 1.361
C 3.763 1.184 1.396
C 4.336 0.653 0.244
C 3.632 0.733 -0.950
C 2.371 1.300 -0.998
H 1.862 1.353 -1.948
H 4.078 0.370 -1.864
C 5.718 0.096 0.319
O 6.632 0.701 0.855
N 5.915 -1.114 -0.250
C 4.906 -2.067 -0.663
C 5.526 -3.418 -0.306
H 5.098 -4.237 -0.882
C 7.004 -3.182 -0.609
H 7.657 -3.882 -0.092
C 7.226 -1.743 -0.148
H 7.949 -1.203 -0.765
H 7.569 -1.688 0.890
H 7.182 -3.268 -1.681
H 5.387 -3.622 0.756
H 3.958 -1.880 -0.155
H 4.742 -2.005 -1.746
H 4.320 1.154 2.320
H 2.046 2.141 2.250
H -3.095 3.651 0.736
H -1.702 2.827 1.480
H -4.603 2.049 1.249
H -3.451 0.987 2.089
C -5.563 1.387 -1.309
H -4.583 1.830 -1.466
H -6.161 2.095 -0.734
H -6.050 1.227 -2.268
H -6.696 -0.983 -1.885
H -7.295 -3.213 -1.731
H -7.437 -3.822 -0.079
H -6.043 -4.262 -1.058
```

LUMO level = 0.7 eV
Gap between HOMO and LUMO = 9.17 eV
Spin multiplicity = 1
Energy relative to the best compared isomer or geometry (same formula, charge and spin) = 32.2 kcal/mol
SMILES = Cc1cc(C)c(CN2CCC(Oc3ccc(C(=O)N4CCCC4)cc3)CC2)cc1C

***

# 7
C6H8 | ωB97M-V/def2-TZVPD

Structure (XYZ):
```
14
Properties=species:S:1:pos:R:3
C -0.966 0.888 -0.003
C -0.986 -0.499 -0.170
C -0.928 2.212 0.116
C -1.602 -1.572 0.403
C 0.387 -0.199 -0.745
C 1.591 -0.555 0.025
H -0.083 2.785 0.237
H -1.885 2.663 0.076
H -1.092 -2.590 0.221
H -2.465 -1.350 0.973
H 0.545 0.195 -1.687
H 1.480 -0.329 1.023
H 2.339 0.089 -0.162
H 2.038 -1.531 0.015
```

LUMO level = 0.5 eV
Gap between HOMO and LUMO = 8.33 eV
Spin multiplicity = 1
Energy relative to the best compared isomer or geometry (same formula, charge and spin) = 94.0 kcal/mol
SMILES = C=C1C(=C)C1C

***

# 8
C48H64N3OP2PdSSi3 | ωB97M-V/def2-TZVPD

Structure (XYZ):
```
123
Properties=species:S:1:pos:R:3
Pd 1.039 0.069 0.114
C 3.449 0.663 3.791
O 2.913 0.241 2.574
Si 3.906 -0.395 1.370
C 5.437 0.770 1.282
C 4.674 -2.002 2.086
C 3.059 -0.545 -0.261
Si 2.916 0.921 -1.448
C 2.812 2.714 -0.706
C 1.654 1.006 -2.901
C 4.635 0.917 -2.346
Si 2.610 -2.244 -0.885
C 1.823 -3.376 0.474
C 4.266 -3.076 -1.415
C 1.607 -2.505 -2.501
H 3.467 -0.164 4.507
H 2.833 1.471 4.190
H 4.466 1.035 3.665
H 6.013 0.759 2.205
H 5.149 1.794 1.078
H 6.094 0.451 0.481
H 5.072 -1.829 3.083
H 5.490 -2.336 1.455
H 3.958 -2.811 2.152
H 1.780 3.014 -0.532
H 3.250 3.434 -1.392
H 3.349 2.786 0.234
H 0.677 1.345 -2.569
H 1.499 0.053 -3.384
H 2.014 1.700 -3.656
H 5.231 1.776 -2.061
H 4.511 0.934 -3.422
H 5.195 0.026 -2.087
H 2.569 -4.042 0.896
H 1.020 -3.996 0.087
H 1.423 -2.759 1.278
H 5.053 -2.884 -0.697
H 4.585 -2.676 -2.372
H 4.160 -4.150 -1.528
H 0.552 -2.262 -2.432
H 1.698 -3.540 -2.821
H 2.026 -1.891 -3.289
C -2.136 1.625 1.166
N -2.440 0.836 2.335
C -1.652 -0.299 2.741
P 0.237 -0.122 2.546
C 0.281 1.633 3.054
C 0.983 2.493 2.218
C 0.987 3.857 2.456
C 0.303 4.364 3.550
C -0.398 3.513 4.388
C -0.427 2.153 4.132
C 0.559 -1.008 4.124
C 0.407 -2.393 4.063
C 0.616 -3.181 5.176
C 1.020 -2.601 6.369
C 1.208 -1.230 6.432
C 0.970 -0.438 5.325
C -3.594 1.127 3.021
C -4.294 0.146 3.741
C -5.458 0.453 4.416
C -5.969 1.742 4.406
C -5.289 2.722 3.702
C -4.126 2.427 3.021
P -1.185 0.762 -0.218
C -2.132 -0.792 -0.218
C -1.360 -1.947 -0.291
C -1.958 -3.191 -0.206
C -3.328 -3.284 -0.032
C -4.098 -2.137 0.054
C -3.506 -0.891 -0.036
C -1.962 1.795 -1.528
C -1.319 3.003 -1.785
C -1.802 3.874 -2.743
C -2.946 3.551 -3.455
C -3.589 2.349 -3.211
C -3.100 1.471 -2.260
H -1.567 2.535 1.418
H -3.089 1.954 0.730
H -1.944 -1.220 2.216
H -1.834 -0.454 3.809
H 1.514 2.045 1.375
H 1.513 4.530 1.791
H 0.302 5.428 3.749
H -0.934 3.906 5.242
H -1.017 1.511 4.770
H 0.125 -2.848 3.122
H 0.475 -4.252 5.122
H 1.192 -3.214 7.242
H 1.540 -0.768 7.353
H 1.092 0.631 5.411
H -3.943 -0.874 3.739
H -5.985 -0.329 4.947
H -6.883 1.977 4.933
H -5.665 3.737 3.687
H -3.607 3.219 2.504
H -0.280 -1.833 -0.414
H -1.364 -4.091 -0.274
H -3.804 -4.253 0.043
H -5.167 -2.211 0.200
H -4.124 -0.009 0.052
H -0.413 3.242 -1.240
H -1.278 4.798 -2.948
H -3.329 4.230 -4.207
H -4.476 2.090 -3.777
H -3.589 0.521 -2.108
C -3.545 -2.185 -7.741
C -2.355 -1.580 -7.074
C -1.171 -1.274 -7.691
C -0.121 -0.743 -6.908
N -0.216 -0.620 -5.591
C -1.334 -0.959 -4.972
S -1.542 -1.001 -3.335
N -2.447 -1.344 -5.732
C 1.174 -0.330 -7.528
H -3.398 -2.235 -8.817
H -4.443 -1.604 -7.530
H -3.701 -3.197 -7.361
H -1.042 -1.445 -8.749
H -3.270 -1.598 -5.204
H 1.195 -0.544 -8.594
H 1.992 -0.854 -7.038
H 1.332 0.737 -7.374
```

LUMO level = 1.8 eV
Gap between HOMO and LUMO = 4.62 eV
Spin multiplicity = 1
Energy relative to the best compared isomer or geometry (same formula, charge and spin) = 26.1 kcal/mol
Charge = -1

***

# 9
C22H28N5O3ReS | ωB97M-V/def2-TZVPD

Structure (XYZ):
```
60
Properties=species:S:1:pos:R:3
Re -0.888 -0.057 -0.015
C 2.538 0.559 -4.223
N 1.214 0.256 -3.646
C 0.222 -0.219 -4.628
C 0.943 0.377 -2.381
O -0.282 0.134 -1.986
C 2.109 0.820 -1.431
O 1.017 -0.677 -0.038
C 2.117 0.774 1.402
C 0.955 0.313 2.349
O -0.269 0.068 1.950
N 1.224 0.174 3.612
C 2.544 0.465 4.202
C 0.233 -0.319 4.585
H 2.380 0.913 -5.238
H 3.145 -0.346 -4.256
H 3.048 1.338 -3.667
H -0.004 0.595 -5.315
H -0.679 -0.548 -4.128
H 0.665 -1.043 -5.183
H 2.379 1.853 -1.650
H 2.986 0.196 -1.607
H 2.398 1.798 1.648
H 2.988 0.137 1.554
H 3.099 1.186 3.612
H 3.113 -0.459 4.304
H 2.378 0.888 5.189
H -0.678 -0.616 4.084
H 0.028 0.475 5.301
H 0.667 -1.169 5.109
S 2.610 3.905 0.011
C 1.004 3.977 0.031
C 0.048 2.851 0.022
C 0.302 1.546 0.002
C 1.573 0.708 -0.014
C 1.393 -2.034 -0.001
C 2.681 -2.500 0.008
C 2.797 -3.891 0.039
C 1.659 -4.681 0.057
C 0.414 -4.068 0.044
N 0.281 -2.736 0.016
H 0.520 4.952 0.037
H -0.999 3.143 0.031
H 3.548 -1.855 -0.010
H 3.779 -4.344 0.047
H 1.729 -5.759 0.080
H -0.500 -4.645 0.057
N -6.989 0.689 0.004
C -5.671 0.617 0.003
C -4.928 0.606 -1.211
C -3.580 0.508 -1.172
N -2.866 0.419 -0.001
C -3.579 0.464 1.172
C -4.928 0.561 1.215
H -7.517 0.745 -0.853
H -7.517 0.713 0.864
H -5.431 0.687 -2.165
H -2.995 0.513 -2.083
H -2.995 0.435 2.084
H -5.431 0.606 2.172
```

LUMO level (spin up / spin down) = -8.8 / -10.1 eV
Gap between HOMO and LUMO (spin up / spin down) = 7.90 / 6.59 eV
Spin multiplicity = 4
Energy relative to the best compared isomer or geometry (same formula, charge and spin) = 97.1 kcal/mol
Charge = +3
Expectation value of S² = 3.779

***

# 10
C6H12Cl6 | ωB97M-V/def2-TZVPD

Structure (XYZ):
```
24
Properties=species:S:1:pos:R:3
Cl -0.389 -4.506 2.236
C 0.244 -5.050 0.661
C -0.484 -4.402 -0.497
Cl -2.227 -4.801 -0.492
H 0.204 -6.137 0.658
H 1.302 -4.792 0.581
H -0.102 -4.802 -1.433
H -0.393 -3.323 -0.455
Cl -1.860 -1.226 0.856
C -0.920 0.176 0.327
C 0.362 -0.255 -0.342
Cl 1.537 -0.873 0.879
H -0.703 0.752 1.219
H -1.507 0.744 -0.393
H 0.826 0.574 -0.878
H 0.189 -1.030 -1.086
Cl 2.589 4.929 -0.310
C 0.910 4.947 -0.873
C -0.079 4.892 0.272
Cl 0.173 3.488 1.319
H 0.669 4.199 -1.630
H 0.761 5.882 -1.420
H -1.107 4.823 -0.078
H 0.003 5.793 0.879
```

LUMO level = 0.5 eV
Gap between HOMO and LUMO = 10.94 eV
Spin multiplicity = 1
Energy relative to the best compared isomer or geometry (same formula, charge and spin) = 6.8 kcal/mol
SMILES = ClCCCl.ClCCCl.ClCCCl

***

# 11
C2H4IN | ωB97M-V/def2-TZVPD

Structure (XYZ):
```
8
Properties=species:S:1:pos:R:3
C -0.005 0.451 0.106
C 0.630 -0.793 0.017
N 0.267 1.602 0.028
I -2.792 -0.076 0.006
H 0.254 -1.532 0.738
H 1.685 -0.739 0.132
H 0.268 -1.435 -0.917
H -0.308 2.523 -0.111
```

LUMO level = -0.8 eV
Gap between HOMO and LUMO = 7.68 eV
Spin multiplicity = 1
Energy relative to the best compared isomer or geometry (same formula, charge and spin) = 28.1 kcal/mol

***

> spin multiplicity of number 10 (C6H12Cl6)?

1